ORCA calculation (ωB97M-V with the def2-TZVPD basis set) on a 3-piece molecular cluster, C4H7BrNO2 overall in a non-equilibrium geometry.

Results
E_LUMO: 2.73 eV
HOMO-LUMO gap: 0.2802 Ha
relative energy (zero: lowest compared OMol25 entry of this formula, charge and spin): 3.154 eV
net charge: -1

Bonds (Å) are listed after each position.
Atoms and positions in Å:
1 H -0.9633 0.3831 1.4632  O9 0.967
2 H -1.0628 -1.5175 -1.8600  C11 1.146
3 C 0.6313 0.3290 2.4740  O7 1.223, O9 1.379, N12 1.315
4 C 0.1141 1.1078 -1.1823  C5 1.449, H8 1.095, H13 1.088, H15 1.088
5 C -0.0130 -0.2359 -0.6556  C4 1.449, C11 1.268
6 H 2.1605 -0.2318 1.3471  N12 1.009
7 O 1.1976 0.4217 3.5535  C3 1.223
8 H -0.4118 1.1563 -2.1412  C4 1.095
9 O -0.7203 0.5854 2.3767  H1 0.967, C3 1.379
10 Br -1.9865 -1.5549 -3.7398  no bonds
11 C -0.5058 -1.3853 -0.8669  H2 1.146, C5 1.268, H14 1.070
12 N 1.1830 0.0181 1.3214  C3 1.315, H6 1.009
13 H -0.3206 1.8324 -0.4962  C4 1.088
14 H -0.4650 -2.2677 -0.2627  C11 1.070
15 H 1.1625 1.3593 -1.3311  C4 1.088

Atomic partial charges in e from the Löwdin method, atoms 1 to 4: 0.06, -0.16, -0.76, -0.09